[1]
Computed, not measured: a molecular structure, C30H50BrMgN3P2S, with the ωB97M-V functional and the def2-TZVPD basis.

```
88
Properties=species:S:1:pos:R:3:forces:R:3
C 2.575000 4.287663 -0.945862 -0.13 -0.07 -0.52
C 1.431742 3.692754 -1.511483 0.27 -0.39 -0.06
C 1.406806 3.410179 -2.889550 0.47 0.32 0.13
C 2.536805 3.735832 -3.646519 -0.67 -0.37 0.87
N 3.626784 4.246594 -3.092156 0.46 0.49 -0.67
C 3.642412 4.569472 -1.808478 -0.65 -0.44 0.51
C 0.273640 3.317530 -0.739727 -1.47 0.71 0.47
C -0.838332 3.224632 -0.243623 1.37 -0.01 -0.90
C -2.077014 2.806652 0.330890 0.00 -0.61 0.50
C -1.934213 1.864597 1.367389 0.65 1.36 1.03
C -3.071052 1.455833 2.094265 0.54 -0.09 -0.88
C -4.132571 1.426313 1.209469 -2.59 2.23 2.71
C -4.450902 2.383781 0.301952 1.03 0.85 -1.03
C -3.364750 3.220272 -0.041076 -0.40 0.14 -0.34
Mg -3.134565 -0.366618 0.989698 1.33 -2.43 -0.50
P 1.824242 -0.492325 -0.753553 2.60 -0.41 -0.54
H 0.536028 2.955845 -3.356669 0.10 0.17 0.14
H 2.643773 4.528696 0.113738 -0.15 -0.04 -0.26
H 2.530270 3.545040 -4.711179 0.24 0.03 -0.09
H 4.537382 5.047060 -1.425284 0.03 -0.06 -0.07
H -3.510344 4.158301 -0.576723 0.04 -0.41 -0.21
H -0.932714 1.557515 1.676603 -0.65 0.54 -0.21
H -5.443948 2.501848 -0.132083 0.27 -0.14 0.05
H -3.076296 1.058338 3.124817 0.06 -0.15 -0.71
C 2.522509 -2.164551 -0.312614 -1.11 -0.05 0.40
C 3.645814 -2.726821 -1.174731 0.38 -0.04 -0.27
H 1.648249 -2.835409 -0.342019 0.34 0.01 0.14
H 2.839267 -2.096593 0.739264 -0.27 -0.01 -0.24
H 3.811706 -3.776465 -0.899933 -0.11 0.23 -0.03
H 3.411701 -2.704329 -2.245144 0.04 -0.03 0.23
H 4.597991 -2.204610 -1.015270 -0.33 -0.08 -0.08
C 2.280477 -0.213493 -2.537060 -1.40 -0.05 -0.10
C 3.690847 0.208331 -2.917126 0.52 0.14 0.01
H 1.571730 0.570454 -2.853537 0.20 -0.20 -0.08
H 1.994436 -1.128581 -3.077581 -0.02 0.25 0.15
H 3.719188 0.388814 -3.998578 -0.11 -0.05 0.19
H 3.991743 1.145629 -2.438822 -0.07 -0.15 -0.05
H 4.442690 -0.559941 -2.705496 -0.22 0.19 0.00
C 2.947908 0.663743 0.162616 -1.06 0.56 0.40
C 4.415834 0.273099 0.300389 0.44 -0.31 -0.13
H 2.495109 0.749594 1.162727 0.15 0.09 -0.23
H 2.843476 1.649634 -0.315694 -0.02 -0.26 0.12
H 4.952003 1.080982 0.817506 -0.23 -0.17 -0.08
H 4.545466 -0.639513 0.895283 -0.02 0.23 -0.14
H 4.916398 0.130829 -0.665021 -0.19 0.03 0.35
Br -5.385418 -0.935966 0.494253 -0.33 -0.24 0.27
P -1.588249 -1.563480 -1.396529 -0.32 0.15 0.44
C -0.646644 -2.481602 -2.675538 0.41 -0.03 0.05
C -1.287089 -3.746773 -3.238536 0.02 -0.26 -0.39
H 0.321314 -2.731977 -2.205334 -0.32 0.03 -0.25
H -0.434589 -1.768894 -3.485724 0.06 -0.12 0.26
H -0.562215 -4.242438 -3.895499 -0.14 0.05 0.14
H -1.558597 -4.462633 -2.453750 0.07 0.17 -0.24
H -2.175145 -3.532148 -3.848362 0.31 -0.04 0.24
C -2.736221 -2.844434 -0.667939 0.13 0.05 -0.09
C -3.983395 -3.142022 -1.498236 -0.50 -0.18 -0.01
H -3.044152 -2.560224 0.363579 0.21 -0.30 -0.47
H -2.125829 -3.748813 -0.545742 -0.07 0.18 0.16
H -4.621603 -3.847570 -0.953363 0.15 0.06 -0.08
H -4.602863 -2.249377 -1.648595 0.32 -0.31 -0.06
H -3.753070 -3.587488 -2.470837 0.01 0.11 0.32
C -2.686994 -0.392168 -2.309199 0.30 0.31 -0.06
C -3.070079 -0.822705 -3.722325 -0.44 0.11 -0.34
H -2.117736 0.553468 -2.341735 -0.19 -0.22 -0.06
H -3.595161 -0.171491 -1.716773 0.29 -0.20 -0.09
H -3.640176 -0.016706 -4.200220 0.13 -0.16 0.04
H -2.195163 -1.018229 -4.349437 -0.15 0.07 0.11
H -3.707905 -1.713996 -3.730480 0.21 0.25 0.03
C 0.788623 1.904503 3.519166 0.01 -0.09 -0.12
N 0.003874 0.921320 4.272556 -0.49 -0.49 -0.70
C -0.560685 1.427933 5.518665 0.28 0.32 0.59
C -0.377529 -0.284177 3.763136 -0.12 -0.41 0.83
S -0.529944 -0.675173 2.085427 0.59 -0.11 -0.53
N -0.623787 -1.293935 4.628627 0.60 0.77 -0.69
C -0.078523 -1.250865 5.981155 -0.08 -0.33 0.63
C -0.815246 -2.629193 4.070336 -0.35 -0.57 0.16
H 1.186162 2.609451 4.263607 0.06 -0.28 -0.42
H 0.179986 2.466904 2.797342 0.28 -0.04 0.28
H 1.611208 1.401322 2.994661 -0.24 0.24 0.20
H -1.564523 1.041406 5.707618 0.17 -0.01 -0.08
H 0.098924 1.196943 6.363747 -0.34 0.19 -0.07
H -0.614425 2.515755 5.448238 -0.15 -0.12 -0.10
H 0.011043 -2.286562 6.316739 0.15 0.32 0.06
H 0.908850 -0.769229 5.997330 -0.28 -0.18 -0.03
H -0.757086 -0.736180 6.671806 0.30 -0.23 -0.13
H -1.719931 -2.662252 3.450172 0.33 -0.14 0.25
H 0.054283 -2.931100 3.458779 -0.42 0.13 0.27
H -0.918822 -3.309713 4.919199 -0.14 0.03 -0.32
```
Positions in Å, forces in eV/Å.

Summary:
**E_HOMO (alpha / beta)**: -13.7891 / -13.3972 eV
**Frontier orbital gap (alpha / beta)**: 7.724 / 4.835 eV
**Total charge**: +2
**Electronic energy**: -141272.6256 eV
**Molecular weight**: 650.975 g mol⁻¹
**Energy relative to the best compared isomer or geometry (same formula, charge and spin)**: 5.031 eV

---

[2]
Computed, not measured: a molecular structure, C30H50InN3Si4, with the ωB97M-V functional and the def2-TZVPD basis.

```
88
Properties=species:S:1:pos:R:3:forces:R:3
In -0.304330 -0.500963 1.223270 0.31 0.00 0.40
C -3.060072 2.373077 4.696833 0.02 0.02 -0.13
C -1.959066 1.890428 3.742278 0.04 0.01 0.22
C -0.575226 2.179641 4.325945 -0.15 -0.03 -0.18
C -2.183173 0.423962 3.434637 0.18 0.23 -0.34
C -1.552282 -0.606305 4.140516 0.09 -0.06 -0.07
C -1.856600 -1.939316 3.882063 0.04 -0.02 -0.04
C -2.803615 -2.295677 2.920134 0.01 -0.05 -0.08
C -3.192701 -3.733805 2.725494 0.01 0.04 0.04
C -3.421779 -1.270708 2.206973 -0.08 0.04 0.09
C -3.112072 0.062264 2.452755 -0.06 -0.05 0.03
H -2.949910 3.439159 4.892598 -0.01 0.00 0.03
H -3.002718 1.838272 5.645797 0.01 0.00 0.02
H -4.048533 2.203248 4.270413 -0.03 0.02 0.03
H -2.061551 2.446818 2.803112 -0.01 -0.05 0.01
H -0.496199 1.808388 5.347816 0.08 -0.03 0.01
H -0.401596 3.254177 4.355668 0.02 0.00 0.02
H 0.213440 1.722578 3.718443 0.07 0.06 0.07
H -0.866325 -0.372454 4.944731 0.05 0.03 -0.04
H -1.403388 -2.714311 4.489214 0.07 -0.01 -0.05
H -2.328229 -4.354764 2.488171 0.00 -0.02 -0.01
H -3.932364 -3.841553 1.934616 0.01 -0.02 -0.02
H -3.626345 -4.124499 3.646671 -0.02 -0.04 -0.01
H -4.207893 -1.515169 1.502427 0.07 -0.01 -0.08
H -3.649023 0.843561 1.924506 0.03 0.01 -0.04
C 4.010647 0.021026 3.495516 0.02 -0.01 0.01
C 2.666752 -0.107295 3.216124 -0.12 -0.04 0.07
N 2.169228 0.076613 1.985134 -0.55 -0.08 0.03
C 3.002557 0.438973 1.015842 -0.08 -0.07 -0.08
C 4.369640 0.609795 1.196439 -0.04 0.07 0.09
C 4.878176 0.370218 2.468331 -0.13 0.00 -0.12
C 5.254077 0.982572 0.075791 -0.04 0.37 -0.28
C 5.163592 2.043351 -0.740506 0.00 -0.27 0.28
C 4.233192 3.186414 -0.693025 -0.18 0.28 -0.11
C 4.407181 4.246598 -1.582211 -0.02 -0.12 0.07
C 3.510643 5.301268 -1.504014 0.07 -0.07 -0.09
N 2.534451 5.337807 -0.604338 -0.11 0.16 0.00
C 2.468395 4.302263 0.217896 -0.03 -0.13 -0.02
N 3.240166 3.226858 0.206026 0.16 -0.29 0.13
H 4.372929 -0.159515 4.497167 0.00 0.03 0.01
H 1.949506 -0.366188 3.986372 0.07 -0.04 0.04
H 2.559831 0.582620 0.039088 0.09 0.06 -0.08
H 5.939467 0.477864 2.650883 0.01 -0.02 0.04
H 6.097164 0.316952 -0.074939 0.02 -0.01 -0.04
H 5.919932 2.135274 -1.510880 0.05 -0.03 0.01
H 5.206765 4.249058 -2.309288 0.02 -0.01 -0.01
H 3.569194 6.137665 -2.190632 0.04 0.02 0.02
H 1.689253 4.324605 0.974655 0.01 0.04 -0.03
C -1.782486 2.104943 -1.487211 0.02 -0.23 -0.29
Si -0.624847 1.295647 -2.750660 0.29 0.47 0.12
C 1.129575 1.896972 -2.395910 -0.23 -0.29 -0.11
C -1.088694 1.580286 -4.554860 -0.03 -0.25 0.22
Si -0.725095 -1.105678 -2.464827 -0.13 -0.05 0.06
Si -2.940046 -2.064817 -2.358809 -0.34 -0.06 0.19
C -3.995115 -0.748152 -1.510157 0.16 -0.12 -0.23
C -2.969781 -3.653904 -1.341960 0.17 0.23 -0.21
C -3.405548 -2.351734 -4.162933 0.23 0.12 0.18
Si 1.156200 -2.610212 -2.543857 0.48 -0.32 0.25
C 0.666864 -4.133429 -1.542241 -0.08 0.21 -0.25
C 1.467431 -2.985164 -4.362867 -0.27 0.19 0.16
C 2.660383 -1.822714 -1.717333 -0.30 0.02 -0.22
H -1.530794 3.161195 -1.374694 0.11 0.01 -0.07
H -1.698178 1.641366 -0.500499 0.00 0.02 0.00
H -2.829213 2.053773 -1.784723 -0.02 -0.05 -0.01
H 1.229449 2.942614 -2.695297 -0.09 0.06 0.01
H 1.888181 1.334414 -2.942321 0.00 -0.03 -0.01
H 1.362491 1.844218 -1.330649 0.01 0.01 0.02
H -1.057048 2.642431 -4.802946 0.02 0.07 0.14
H -2.090327 1.220189 -4.792428 -0.03 -0.01 0.01
H -0.384243 1.078558 -5.220466 0.02 -0.03 0.00
H -3.547454 -0.418195 -0.570401 0.02 0.00 -0.01
H -4.990184 -1.136369 -1.285830 -0.01 -0.10 -0.02
H -4.130562 0.126191 -2.147279 0.02 0.03 -0.02
H -2.533370 -3.518965 -0.350174 0.01 0.03 0.02
H -2.439881 -4.466699 -1.837411 0.02 0.00 -0.01
H -4.001797 -3.984368 -1.207898 -0.07 0.09 -0.03
H -3.271775 -1.451071 -4.764481 -0.02 0.03 -0.01
H -4.451988 -2.647927 -4.252444 -0.04 0.00 0.12
H -2.805795 -3.144723 -4.611849 0.03 -0.02 0.02
H -0.206108 -4.639332 -1.952468 -0.03 0.01 -0.02
H 0.453012 -3.884663 -0.500644 -0.01 0.03 0.01
H 1.481077 -4.860419 -1.544125 0.11 0.06 -0.02
H 0.572199 -3.358960 -4.861655 -0.02 -0.02 -0.02
H 2.237299 -3.751564 -4.465994 0.04 -0.03 0.14
H 1.811450 -2.103348 -4.904411 0.00 0.04 0.01
H 2.512695 -1.710636 -0.642109 -0.03 0.00 0.02
H 2.912521 -0.849167 -2.140351 0.01 0.03 0.02
H 3.528315 -2.471448 -1.853323 -0.03 -0.07 -0.04
```
Positions in Å, forces in eV/Å.

Summary:
**E_HOMO**: -13.6401 eV
**Frontier orbital gap**: 5.898 eV
**Total charge**: +2
**Electronic energy**: -73064.1912 eV
**Molecular weight**: 679.913 g mol⁻¹

---

[3]
Computed, not measured: a molecular structure, C30H50IrN9OP, with the ωB97M-V functional and the def2-TZVPD basis.

```
92
Properties=species:S:1:pos:R:3:forces:R:3
Ir -0.132986 1.350109 -0.058757 -0.55 -0.92 0.04
O 3.003829 3.940822 0.489899 0.83 0.37 -0.09
C 2.136095 3.090607 0.579841 -0.20 0.33 0.42
N 1.549755 2.480442 -0.437246 -0.62 -0.71 -0.63
C 2.084499 2.785227 -1.733791 0.70 0.27 -1.04
C 1.134891 2.518406 -2.914694 1.07 -0.33 0.70
C 1.596919 2.650908 -4.254207 0.66 0.03 2.39
C 0.769083 2.295512 -5.250482 -0.44 0.44 0.16
C -0.521097 1.926003 -4.925685 -1.03 -1.10 -2.04
C -0.906053 1.801934 -3.629306 1.32 0.55 0.14
N -0.067798 2.074330 -2.599341 -0.63 0.03 -0.54
C 1.596377 2.787806 1.960068 -0.47 0.45 -1.04
C 2.152391 3.517209 2.975565 0.84 0.06 0.26
C 1.686754 3.302152 4.214981 -1.78 -0.97 1.94
C 0.582777 2.470127 4.395504 0.25 0.31 -0.18
C 0.014422 1.835795 3.314019 -0.79 -0.84 0.52
N 0.531601 1.980914 2.113552 0.82 0.91 -1.13
H 3.072929 2.276968 -1.891755 -0.79 0.09 -0.04
H 2.369366 3.843569 -1.777262 -0.09 0.06 0.06
H 2.627514 2.940258 -4.388967 0.06 0.15 -0.21
H 1.087047 2.369659 -6.248008 0.29 -0.08 -1.24
H -1.172514 1.585913 -5.774190 0.37 0.54 1.14
H -1.879575 1.464869 -3.442898 -1.28 -0.47 0.71
H 2.958326 4.212656 2.931900 0.48 0.17 -1.06
H 2.099806 3.750881 5.096717 0.27 0.39 0.13
H 0.154237 2.385851 5.356658 -0.38 -0.33 0.89
H -0.851496 1.142982 3.402490 0.63 0.66 -0.04
N -2.393593 1.817982 -0.430731 -0.09 -0.29 -0.44
C -3.149848 2.375387 0.720226 -0.62 0.26 -0.63
C -3.382550 3.878023 0.703636 -0.12 0.01 -0.92
C -2.113110 4.660166 0.953304 0.95 0.41 0.20
N -1.052652 4.226844 -0.000719 -0.34 -0.03 -0.66
H -2.365069 2.446729 -1.225940 -0.01 0.27 0.20
H -2.811617 0.949314 -0.801821 0.19 0.52 0.68
H -2.651734 2.132532 1.610454 0.85 -0.65 1.28
H -4.104617 1.905821 0.732412 -0.86 -0.50 0.17
H -4.208007 4.243713 1.392209 0.94 -0.73 -0.86
H -3.668753 4.043130 -0.355600 -0.34 0.56 0.50
H -1.778025 4.565528 2.014976 0.00 -0.22 -0.85
H -2.352539 5.703967 0.811846 0.00 0.55 0.09
H -0.104054 4.552870 0.092337 0.16 0.29 1.17
H -1.226514 4.585947 -0.944749 -0.61 -0.25 0.28
N -0.668955 -0.402238 0.445758 0.56 -0.83 -0.74
P -0.043500 -1.888068 0.147419 -1.40 2.13 0.94
N 0.063460 -2.145023 -1.437262 1.75 -0.90 -0.34
C 1.115550 -3.008248 -1.980585 1.35 0.72 0.39
C 2.068303 -2.169057 -2.931444 -2.94 -0.96 0.53
C 1.130689 -1.099677 -3.534093 0.87 1.29 0.25
C -0.281149 -1.529213 -3.728942 -1.52 -1.75 -1.21
C -0.952765 -1.816972 -2.411421 0.18 0.45 1.35
N 1.407437 -2.174020 0.835484 0.12 1.00 -1.08
C 1.508481 -2.727248 2.172615 -1.65 -1.25 0.20
C 1.756021 -1.679904 3.221335 0.71 -0.28 0.52
C 3.055781 -0.959751 2.879933 -0.07 1.50 -0.20
C 2.874512 -0.276241 1.505519 -1.31 -0.54 0.42
C 2.542513 -1.300462 0.409118 -0.11 -0.13 1.01
N -1.097350 -2.939710 0.780626 -0.98 -0.07 0.65
C -1.034851 -4.381668 0.520987 -1.12 0.49 1.99
C -2.420483 -4.912058 0.170478 1.37 -0.85 -0.19
C -3.424554 -4.565778 1.231171 -0.44 0.23 0.47
C -2.752689 -3.820150 2.373015 0.14 1.66 0.58
C -1.918040 -2.527022 1.941382 -0.40 -0.45 0.77
H 0.660109 -3.866962 -2.489408 0.22 0.04 0.11
H 1.745696 -3.295859 -1.122953 -0.47 -0.60 -0.54
H 2.525287 -2.901288 -3.570588 0.25 0.06 -0.83
H 2.804138 -1.724386 -2.311557 0.82 0.51 0.28
H 1.499838 -0.658271 -4.447076 0.36 0.13 -0.28
H 1.073139 -0.299679 -2.781866 0.34 0.11 -0.22
H -0.267940 -2.460416 -4.331211 -0.16 0.36 0.10
H -1.002397 -0.857022 -4.235282 1.06 -0.02 -0.18
H -1.633728 -2.658255 -2.396395 -0.69 0.01 -0.54
H -1.424620 -0.900884 -2.038739 -0.32 -0.21 -0.09
H 2.328768 -3.414709 2.071813 0.53 -0.60 0.63
H 0.559742 -3.330990 2.427285 1.57 0.87 -0.58
H 1.852723 -2.138323 4.215854 -0.17 -0.04 -0.25
H 0.899555 -1.000496 3.247545 0.13 0.18 0.01
H 3.904279 -1.644863 2.772115 -0.13 -0.10 0.47
H 3.280376 -0.189262 3.667940 0.01 -0.72 -0.75
H 3.696585 0.321757 1.208618 1.14 0.45 -0.26
H 2.027294 0.420174 1.575166 0.25 -0.44 -0.06
H 3.396268 -1.962876 0.232673 0.09 0.10 -0.16
H 2.285115 -0.762650 -0.507468 -0.05 -0.25 0.05
H -0.642653 -4.874852 1.427462 0.00 -0.08 -0.42
H -0.364824 -4.543374 -0.247087 1.46 -0.44 -1.69
H -2.367094 -5.996148 0.174866 0.27 -0.25 -0.66
H -2.628419 -4.534375 -0.834964 -0.45 -0.19 0.17
H -3.971509 -5.440327 1.622136 0.46 0.18 -0.12
H -4.176791 -4.005907 0.723055 -0.78 0.93 0.16
H -2.064905 -4.473426 2.918168 -0.03 -0.07 -0.22
H -3.466200 -3.520821 3.145541 -0.11 0.10 -0.20
H -1.247821 -2.235067 2.822944 -0.90 -0.29 -0.99
H -2.522880 -1.597807 1.673906 0.55 -1.45 0.33
```
Positions in Å, forces in eV/Å.

Summary:
**E_HOMO (alpha / beta)**: -9.5717 / -11.0415 eV
**Frontier orbital gap (alpha / beta)**: 7.521 / 8.186 eV
**Total charge**: +1
**Electronic energy**: -59500.8796 eV
**2S+1**: 5
**Molecular weight**: 775.983 g mol⁻¹